Here is a cluster of 2 separate species, CBrFNO2 in total from the OMol25 dataset. Energies are from ωB97M-V/def2-TZVPD.

## Properties
HOMO-LUMO gap = 0.2550 hartree
net charge = -1
E_tot = -2917.18879 a.u.
molar mass = 156.9 g mol⁻¹
energy above the lowest of the compared OMol25 structures with the same formula, charge and spin = 0.5808 eV

```
6
CBrFNO2 | the OMol25 dataset | ωB97M-V/def2-TZVPD
C 0.5800 0.6162 -0.0027
N -1.0975 -0.4514 -0.6749
O 0.2148 1.2385 0.9135
O 1.3998 -0.0426 -0.5629
F -0.7622 -1.6400 0.0090
Br -2.5965 0.2877 0.0492
```

Formally, the natural (NBO) partial charges of the atoms, in units of the elementary charge, are as follows: number 1, C, carries 0.992; number 2, N, carries -0.428; number 3, O, carries -0.614; number 4, O, carries -0.632; number 5, F, carries -0.336; number 6, Br, carries 0.019

Here is a structure of composition C6H19BF2N3O4PPdS from the OMol25 dataset. Energies are from ωB97M-V/def2-TZVPD.

## Properties
HOMO-LUMO gap (spin up / spin down) = 0.3128 / 0.2668 hartree
net charge = 0
E_tot = -1797.36176 a.u.
molar mass = 415.5 g mol⁻¹
energy above the lowest of the compared OMol25 structures with the same formula, charge and spin = 0.0000 eV
multiplicity = 3

```
38
C6H19BF2N3O4PPdS | the OMol25 dataset | ωB97M-V/def2-TZVPD
Pd 0.1920 0.1188 0.2951
N -2.8635 -1.3880 1.5538
C -3.5502 -0.0813 1.6108
P -2.6484 1.0175 0.4846
O -2.5279 0.2686 -0.8146
O -1.3740 1.4931 1.1624
C -3.6849 2.4801 0.1678
N -3.4533 2.8136 -1.2540
H -2.7638 -1.6408 0.5722
H -3.4149 -2.1133 1.9948
H -1.2064 -1.1737 2.0639
H -3.5092 0.3205 2.6253
H -4.5960 -0.1292 1.2921
H -3.3067 3.2878 0.7924
H -4.7351 2.3027 0.4127
H -3.6911 2.0049 -1.8209
H -1.8156 2.9166 -1.6099
H -4.0133 3.6017 -1.5533
F 0.3997 -2.5943 -0.3779
B 1.1004 -1.4595 -0.4446
F 2.3025 -1.5340 -0.9902
C 0.0201 -1.2800 4.4612
C 0.4965 -1.6860 3.0748
C 1.9555 -1.3306 2.8804
C 0.2424 -3.1637 2.8236
O -0.2629 -0.8743 2.1372
H 0.5828 -1.8124 5.2302
H -1.0390 -1.5175 4.5861
H 0.1519 -0.2070 4.6037
H 2.5678 -1.8421 3.6237
H 2.1031 -0.2550 2.9863
H 2.3066 -1.6283 1.8907
H 0.7486 -3.7578 3.5866
H 0.6053 -3.4721 1.8445
H -0.8270 -3.3851 2.8781
O -0.8183 3.0348 -1.8162
S -0.1492 1.7205 -2.4059
N 0.7490 1.1181 -1.2287
```

Formally, the natural (NBO) partial charges of the atoms, in units of the elementary charge, are as follows: number 1, Pd, carries 0.626; number 2, N, carries -0.856; number 3, C, carries -0.614; number 4, P, carries 2.148; number 5, O, carries -1.183; number 6, O, carries -1.167; number 7, C, carries -0.614; number 8, N, carries -0.841; number 9, H, carries 0.401; number 10, H, carries 0.374; number 11, H, carries 0.527; number 12, H, carries 0.219; number 13, H, carries 0.199; number 14, H, carries 0.232; number 15, H, carries 0.199; number 16, H, carries 0.399; number 17, H, carries 0.521; number 18, H, carries 0.376; number 19, F, carries -0.519; number 20, B, carries 1.089; number 21, F, carries -0.507; number 22, C, carries -0.623; number 23, C, carries 0.258; number 24, C, carries -0.624; number 25, C, carries -0.637; number 26, O, carries -0.789; number 27, H, carries 0.211; number 28, H, carries 0.207; number 29, H, carries 0.224; number 30, H, carries 0.219; number 31, H, carries 0.226; number 32, H, carries 0.210; number 33, H, carries 0.216; number 34, H, carries 0.228; number 35, H, carries 0.208; number 36, O, carries -0.890; number 37, S, carries 0.991; number 38, N, carries -0.642

no.,F_max (eV/A)
1,3.44
2,0.58